No. 1
{
  "formula": "C2H3ClN4O2S",
  "method": "ωB97M-V/def2-TZVPD",
  "symbols": ["Cl", "S", "O", "O", "N", "N", "N", "N", "C", "C", "H", "H", "H"],
  "coordinates": [[-5.217, -1.485, 0.191], [-2.525, 2.397, -0.340], [-3.789, 1.977, 0.271], [-1.427, 2.721, 0.521], [0.265, 0.605, 0.022], [-1.882, 0.331, -0.564], [-2.916, -0.325, -0.465], [-0.699, -1.592, -0.192], [-3.889, -0.700, 0.073], [-0.768, -0.320, -0.175], [-0.193, 1.441, 0.371], [0.268, -2.001, -0.353], [1.053, 0.352, 0.507]],
  "atomic_forces_ev_per_a": [[-2.8350, -1.6078, 0.2718], [-1.5478, -0.2080, -0.1157], [0.9928, 0.7601, -0.2967], [0.2104, 0.7635, 0.8834], [-3.1980, 0.5929, -1.3377], [-0.1372, 1.9715, -1.0901], [-3.1581, -2.0477, 1.8088], [0.8667, -1.0362, -0.8787], [3.1810, 1.5407, -1.3786], [4.4208, -1.0663, -0.1963], [0.8584, 0.3872, -0.0473], [-1.5120, 1.0302, 1.1152], [1.8581, -1.0800, 1.2620]],
  "lowdin_charge": [0.91, 0.87, -0.46, -0.46, 0.15, -0.08, -0.01, 0.10, -0.61, -0.57, 0.03, 0.08, 0.06],
  "homo_energy_ev": [-9.001, -9.002],
  "total_energy_ha": -1305.754002,
  "e_lumo_ev": [-0.2, -0.2],
  "charge": 0
}

No. 2
{
  "formula": "C2H3ClO2S",
  "method": "ωB97M-V/def2-TZVPD",
  "symbols": ["Cl", "S", "O", "O", "C", "C", "H", "H", "H"],
  "coordinates": [[2.112, 0.677, -0.454], [-1.034, 1.159, -0.270], [0.496, -0.403, 1.475], [-1.941, 1.047, 0.850], [0.551, 0.234, -0.001], [-0.387, -0.589, -0.899], [1.311, -0.085, 1.903], [-0.885, -1.365, -0.549], [-0.224, -0.674, -2.055]],
  "atomic_forces_ev_per_a": [[0.7203, 0.5282, -0.3831], [1.1937, -0.9303, -1.5652], [0.5290, 1.5864, -3.4783], [-0.5210, -0.0873, 0.8243], [-2.2938, -3.6528, 3.2284], [2.9021, 5.4018, -2.9655], [-0.3610, 0.0007, -0.2225], [-2.1246, -3.4209, 2.1907], [-0.0446, 0.5743, 2.3712]],
  "lowdin_charge": [0.73, 0.94, -0.13, -0.52, -1.04, -0.19, 0.06, 0.02, 0.12],
  "homo_energy_ev": -9.722,
  "total_energy_ha": -1086.756370,
  "e_lumo_ev": 0.5,
  "charge": 0
}

No. 3
{
  "formula": "C2H3ClO2S",
  "method": "ωB97M-V/def2-TZVPD",
  "symbols": ["Cl", "S", "O", "O", "C", "C", "H", "H", "H"],
  "coordinates": [[-0.553, -2.008, 0.071], [3.177, 0.478, -0.137], [3.394, 0.278, 1.269], [1.734, 0.485, -0.560], [-1.617, -0.725, -0.020], [-1.355, 0.504, -0.371], [-2.469, -1.041, 0.623], [-1.993, 1.347, -0.348], [-0.317, 0.683, -0.528]],
  "atomic_forces_ev_per_a": [[1.7237, -1.2707, -0.3465], [-4.2488, -0.1934, -0.1220], [0.3211, 0.1176, -0.6202], [4.2471, 0.0908, 0.7367], [-2.7106, -0.0053, 2.4004], [1.2934, -0.0855, -0.0714], [-0.1211, 0.6278, -1.3345], [-0.8903, 0.3136, 0.2089], [0.3855, 0.4053, -0.8515]],
  "lowdin_charge": [0.64, 0.94, -0.43, -0.48, -0.71, -0.06, 0.06, 0.05, 0.00],
  "homo_energy_ev": -9.390,
  "total_energy_ha": -1086.803284,
  "e_lumo_ev": -1.6,
  "charge": 0
}

No. 4
{
  "formula": "C2H3ClO2S",
  "method": "ωB97M-V/def2-TZVPD",
  "symbols": ["Cl", "S", "O", "O", "C", "C", "H", "H", "H"],
  "coordinates": [[-2.026, -1.091, 0.054], [-0.733, 1.665, 0.069], [0.171, 1.972, 1.165], [-0.321, 1.984, -1.282], [0.729, -1.009, -0.424], [-0.304, -0.698, 0.363], [0.773, -1.043, -1.507], [0.061, -0.725, 1.413], [1.650, -1.055, 0.150]],
  "atomic_forces_ev_per_a": [[1.2679, 0.4932, 0.0802], [1.0438, 1.7649, -0.0348], [-0.7614, 0.0319, -1.0297], [-0.2307, -0.1752, 1.0419], [-0.2226, 0.8075, -0.1975], [0.4430, -3.1698, 0.9970], [-0.2656, -0.4085, 0.1203], [-1.5128, 0.4108, -0.4516], [0.2384, 0.2450, -0.5258]],
  "lowdin_charge": [0.56, 0.81, -0.42, -0.41, -0.04, -0.76, 0.08, 0.09, 0.08],
  "homo_energy_ev": -10.473,
  "total_energy_ha": -1086.791177,
  "e_lumo_ev": -1.4,
  "charge": 0
}

No. 5
{
  "formula": "C2H3ClO4S",
  "method": "ωB97M-V/def2-TZVPD",
  "symbols": ["Cl", "S", "O", "O", "O", "O", "C", "C", "H", "H", "H"],
  "coordinates": [[0.426, 0.631, -2.283], [-1.388, 0.451, -1.290], [-0.123, -0.778, 0.509], [-2.057, 1.728, -1.659], [-1.936, -0.805, -1.787], [-0.154, 1.567, 0.789], [-0.443, 0.545, 0.291], [1.192, -0.797, 1.241], [1.082, -1.131, 2.276], [1.720, 0.093, 1.200], [1.681, -1.505, 0.713]],
  "atomic_forces_ev_per_a": [[0.2002, -0.1454, -0.0013], [-2.1719, 2.1447, -4.6608], [1.2070, 3.3457, 1.1533], [1.2747, -3.0729, 1.8686], [0.7087, 1.6149, 1.8651], [0.0642, -0.2276, 0.1804], [-0.5455, -2.6111, 0.2358], [-2.6544, -0.8609, 1.2791], [-0.4069, 0.1952, -0.2191], [0.5214, 1.9589, -0.2066], [1.8025, -2.3413, -1.4946]],
  "lowdin_charge": [0.41, 0.53, -0.07, -0.36, -0.33, 0.17, -0.64, 0.04, 0.11, 0.07, 0.06],
  "homo_energy_ev": -11.414,
  "total_energy_ha": -1237.280431,
  "e_lumo_ev": -0.7,
  "charge": 0
}

No. 6
{
  "formula": "C2H3ClS",
  "method": "ωB97M-V/def2-TZVPD",
  "symbols": ["Cl", "S", "C", "C", "H", "H", "H"],
  "coordinates": [[-0.111, 1.418, 0.017], [-2.695, 0.070, 0.059], [-1.971, -1.233, -0.083], [1.055, 0.055, -0.020], [0.353, -0.733, -0.263], [1.393, -0.044, 0.984], [1.975, 0.469, -0.694]],
  "atomic_forces_ev_per_a": [[0.7753, 1.3035, 0.1057], [-1.1337, 0.6371, 0.1047], [0.3311, -1.3022, -0.1170], [1.2178, 2.1987, -1.3342], [0.9409, -0.7556, -0.7382], [0.3856, -0.2543, 0.6956], [-2.5172, -1.8272, 1.2835]],
  "lowdin_charge": [0.38, 0.64, -0.61, -0.46, -0.05, 0.01, 0.10],
  "homo_energy_ev": -10.378,
  "total_energy_ha": -936.272802,
  "e_lumo_ev": 0.1,
  "charge": 0
}

No. 7
{
  "formula": "C2H3ClS",
  "method": "ωB97M-V/def2-TZVPD",
  "symbols": ["Cl", "S", "C", "C", "H", "H", "H"],
  "coordinates": [[1.577, -2.610, -1.333], [-1.448, 1.454, -0.643], [-1.113, 0.128, 0.407], [-0.472, 1.323, 0.895], [0.622, 1.583, 0.782], [1.616, -3.810, -1.845], [-0.783, 1.933, 1.737]],
  "atomic_forces_ev_per_a": [[0.0119, -0.7211, -0.3056], [0.0809, -0.5965, 0.5058], [-0.3721, -0.2149, -0.5223], [2.0210, 2.2661, 0.0335], [-1.0073, -1.0128, -0.1974], [-0.0164, 0.7272, 0.3071], [-0.7179, -0.4480, 0.1788]],
  "lowdin_charge": [0.23, 0.78, -0.36, -0.55, 0.08, -0.23, 0.05],
  "homo_energy_ev": -9.339,
  "total_energy_ha": -936.252190,
  "e_lumo_ev": -0.4,
  "charge": 0
}

No. 8
{
  "formula": "C2H3ClS2",
  "method": "ωB97M-V/def2-TZVPD",
  "symbols": ["Cl", "S", "S", "C", "C", "H", "H", "H"],
  "coordinates": [[-2.192, -0.317, -0.014], [0.279, 1.656, 0.026], [2.043, -0.838, 0.001], [-0.644, -0.968, 0.004], [0.580, -0.098, -0.004], [-0.573, -1.586, 0.945], [1.565, 1.963, -0.303], [-0.486, -1.669, -0.821]],
  "atomic_forces_ev_per_a": [[-2.0904, 1.3134, -0.2503], [0.6668, -0.8185, -0.3893], [-0.6245, 0.6164, -0.1175], [2.1251, -2.3328, 1.2400], [0.5896, 0.7273, 0.1212], [0.0893, 0.5244, -0.9835], [-0.4739, -0.1048, 0.3215], [-0.2821, 0.0744, 0.0578]],
  "lowdin_charge": [0.63, 0.73, 0.64, -0.83, -1.23, 0.09, -0.11, 0.07],
  "homo_energy_ev": -9.055,
  "total_energy_ha": -1334.545830,
  "e_lumo_ev": -0.5,
  "charge": 0
}

No. 9
{
  "formula": "C2H3F",
  "method": "ωB97M-V/def2-TZVPD",
  "symbols": ["F", "C", "C", "H", "H", "H"],
  "coordinates": [[1.719, -0.002, 0.001], [0.397, 0.343, -0.046], [-0.585, -0.480, -0.007], [0.329, 1.709, -0.009], [-1.632, -0.142, 0.123], [-0.229, -1.428, -0.063]],
  "atomic_forces_ev_per_a": [[-1.1743, -0.1125, -0.3838], [2.0961, 6.9935, 0.6409], [-2.0985, 1.5897, 0.2299], [0.1206, -4.6781, -0.1449], [0.9980, -0.5177, -0.3875], [0.0582, -3.2749, 0.0454]],
  "lowdin_charge": [-0.03, -0.27, -0.01, 0.19, 0.08, 0.03],
  "homo_energy_ev": -10.429,
  "total_energy_ha": -177.791999,
  "e_lumo_ev": 1.3,
  "charge": 0
}

No. 10
{
  "formula": "C2H3F2N",
  "method": "ωB97M-V/def2-TZVPD",
  "symbols": ["F", "F", "N", "C", "C", "H", "H", "H"],
  "coordinates": [[0.553, 0.604, -1.558], [-1.719, 0.539, -1.207], [1.106, -0.077, 0.009], [0.187, 0.192, 0.991], [0.401, -1.032, 0.797], [-0.094, 1.023, 1.631], [0.279, -2.059, 0.793], [-0.713, 0.810, -1.455]],
  "atomic_forces_ev_per_a": [[-0.1429, -0.0649, -0.0738], [1.3062, 0.7960, -0.0741], [0.8257, -0.3219, 1.4284], [-0.1101, 3.5016, 1.4058], [0.2364, -0.9761, -2.7283], [-0.2549, -0.1200, -0.5438], [-0.1315, -1.6352, 0.2634], [-1.7289, -1.1796, 0.3223]],
  "lowdin_charge": [-0.26, -0.27, 0.19, -0.01, 0.08, 0.14, 0.11, 0.01],
  "homo_energy_ev": -11.056,
  "total_energy_ha": -332.306912,
  "e_lumo_ev": -0.6,
  "charge": 0
}

Calculated values (eV) of energy above the lowest of the compared OMol25 structures with the same formula, charge and spin for the records, taken in order: 2.8744; 2.5673; 1.2907; 1.6201; 1.2254; 2.2860; 2.8469; 0.2963; 1.1939; 4.1068.